DFT (ωB97M-V with the def2-TZVPD basis set) results for a 2-piece molecular cluster, C32H37N2O3 overall at a distorted geometry.

CARTESIAN COORDINATES (ANGSTROEM)
C1 7.01 -0.91 3.80
O1 6.28 0.33 3.80
C2 4.93 0.32 3.72
C3 4.28 1.58 3.63
C4 2.94 1.64 3.37
C5 2.18 0.46 3.15
C6 0.80 0.62 2.85
O2 0.00 -0.40 2.70
C7 -1.31 -0.25 3.30
C8 2.80 -0.80 3.38
C9 4.14 -0.87 3.67
H1 8.05 -0.59 3.81
H2 6.79 -1.49 4.70
H3 6.81 -1.51 2.90
H4 4.89 2.48 3.71
H5 2.42 2.60 3.30
H6 0.32 1.61 2.94
H7 -1.71 -1.26 3.36
H8 -1.21 0.21 4.29
H9 -1.93 0.39 2.66
H10 2.18 -1.70 3.35
H11 4.62 -1.84 3.81
C10 -0.90 -2.99 0.52
N1 -1.22 -1.93 -0.40
C11 -2.32 -1.12 -0.23
O3 -3.06 -1.10 0.76
C12 -2.41 -0.20 -1.42
C13 -3.52 -0.67 -2.40
C14 -4.55 0.40 -2.69
C15 -4.91 0.69 -4.01
C16 -5.77 1.76 -4.29
C17 -6.31 2.51 -3.24
C18 -6.02 2.16 -1.91
C19 -5.15 1.10 -1.64
N2 -1.08 -0.37 -2.02
C20 -0.13 0.59 -1.69
C21 -0.08 1.29 -0.52
C22 0.93 2.28 -0.23
C23 0.78 3.20 0.84
C24 1.78 4.13 1.13
C25 2.96 4.18 0.37
C26 3.10 3.30 -0.71
C27 2.12 2.36 -1.00
C28 -0.68 -1.76 -1.73
C29 -1.33 -2.79 -2.69
C30 -0.39 -4.00 -2.67
C31 0.97 -3.50 -2.13
C32 0.83 -2.00 -1.86
H12 -1.55 -2.89 1.40
H13 -1.06 -3.98 0.05
H14 0.15 -2.91 0.84
H15 -2.56 0.83 -1.09
H16 -3.05 -0.97 -3.34
H17 -4.02 -1.55 -1.95
H18 -4.48 0.09 -4.82
H19 -6.02 2.00 -5.32
H20 -6.96 3.36 -3.45
H21 -6.46 2.72 -1.09
H22 -4.91 0.82 -0.61
H23 0.63 0.72 -2.47
H24 -0.86 1.13 0.23
H25 -0.13 3.17 1.44
H26 1.65 4.82 1.97
H27 3.74 4.89 0.61
H28 4.00 3.34 -1.34
H29 2.25 1.67 -1.82
H30 -2.35 -3.05 -2.39
H31 -1.37 -2.34 -3.70
H32 -0.80 -4.79 -2.03
H33 -0.28 -4.43 -3.68
H34 1.23 -4.03 -1.20
H35 1.77 -3.71 -2.85
H36 1.18 -1.43 -2.73
H37 1.37 -1.64 -0.97

Values from the calculation:
lowest unoccupied orbital energy: -4.897 eV
spin multiplicity: 1
highest occupied orbital energy: -0.381 Eh
charge: +1
energy above the lowest of the compared OMol25 structures with the same formula, charge and spin: 37.9 kcal/mol